Below is a 2-piece molecular cluster, C3H9NO3 overall, with properties calculated with ωB97M-V with the def2-TZVPD basis set.

CARTESIAN COORDINATES (ANGSTROEM)
N (0.371, 1.231, 1.999)
C (0.342, 0.608, 0.705)
C (-0.862, 1.056, -0.145)
C (-0.622, 0.646, -1.580)
O (-0.308, 1.374, -2.479)
O (-0.809, -0.690, -1.767)
H (-0.008, 2.163, 2.076)
H (1.309, 1.287, 2.373)
H (1.253, 0.747, 0.110)
H (0.215, -0.471, 0.812)
H (-0.943, 2.142, -0.136)
H (-1.786, 0.598, 0.202)
H (-0.584, -0.855, -2.695)
O (0.698, -3.398, -0.201)
H (0.575, -2.548, 0.235)
H (1.159, -3.890, 0.491)

## Properties
LUMO energy: 0.68 eV
energy above the lowest of the compared OMol25 structures with the same formula, charge and spin: 0.809 eV
SMILES: NCCC(=O)O.O
E_HOMO: -9.64 eV